This record from the OMol25 dataset describes C4H8O2 in the gas phase at a distorted geometry. The level of theory is ωB97M-V with the def2-TZVPD basis set.

Geometry as XYZ:
```
14
Properties=species:S:1:pos:R:3:mulliken_charge:R:1
O 1.8540 0.9464 0.1336 -0.578
C 1.7600 -0.4223 -0.0887 -0.342
C 0.3502 -0.7047 0.3091 -0.721
C -0.6327 0.5399 -0.4588 -0.264
C -1.9539 0.3449 0.1173 -0.365
O -1.4663 1.6533 0.0294 -0.365
H 0.7888 1.1441 -0.0079 0.419
H 2.0120 -0.7462 -1.1157 0.261
H 2.3020 -1.0884 0.6048 0.296
H -0.0134 -1.7142 0.0322 0.365
H 0.2577 -0.5541 1.3950 0.389
H -0.5536 0.6283 -1.5505 0.387
H -1.9722 -0.0282 1.1439 0.247
H -2.7327 0.0013 -0.5437 0.269
```

The calculation puts the electronic energy at -307.542918 Eh. The value obtained for the max |F| is 3.96 eV/Å. The SMILES is OCC[C@H]1CO1. As for the frontier orbital gap: 0.4070 hartree.

***

This record from the OMol25 dataset describes a 2-piece molecular cluster, C2H8N3S2 overall at a distorted geometry. The level of theory is ωB97M-V with the def2-TZVPD basis set.

Geometry as XYZ:
```
15
Properties=species:S:1:pos:R:3:mulliken_charge:R:1
C -3.6560 -0.8160 -0.2448 -0.312
C 1.0465 -0.0696 0.2494 0.675
N 1.7834 0.9968 0.0331 -0.083
N 0.5822 -0.2337 1.5364 -0.388
N 2.2630 1.2687 -1.3045 -0.605
S -2.0413 -0.6137 0.0722 -0.162
S 0.9229 -1.2562 -0.9879 -0.093
H -4.4409 0.0228 -0.1623 0.241
H -4.0045 -1.7192 -0.4599 0.268
H 1.9452 1.7341 0.7284 0.243
H 0.5708 0.6554 2.0593 0.210
H -0.0864 -0.9499 1.7218 0.260
H 3.1305 0.6910 -1.4177 0.291
H 2.2077 2.2546 -1.4797 0.254
H -0.2232 -1.9649 -0.3439 0.201
```

The calculation puts the electronic energy at -1041.310153 Eh. The total charge is +1. The value obtained for the max |F| is 5.69 eV/Å. As for the frontier orbital gap (alpha / beta): 0.3126 / 0.3126 hartree.

***

This record from the OMol25 dataset describes C31H31N10O4Pr as an isolated structure at a distorted geometry. The level of theory is ωB97M-V with the def2-TZVPD basis set.

Geometry as XYZ:
```
77
Properties=species:S:1:pos:R:3:mulliken_charge:R:1
Pr -0.6244 -0.2908 0.7829 0.349
O -0.7448 -4.8797 1.2034 -0.794
C -0.9014 -3.6693 0.9822 0.481
N -0.2596 -2.6184 1.4887 0.323
C 0.8540 -2.7825 2.3213 0.491
C 1.6215 -3.9437 2.3627 -0.826
C 2.7758 -4.0009 3.1219 -0.644
C 3.1850 -2.9078 3.8570 -0.760
C 2.4358 -1.7428 3.8434 -0.844
C 1.2698 -1.6567 3.0838 0.300
N 0.5480 -0.4656 2.9457 0.183
C 0.5847 0.4582 3.9003 0.247
O 1.0843 0.4161 5.0367 -0.818
C -0.0625 1.7775 3.5127 0.381
C -0.0768 2.8325 4.4229 -0.648
C -0.6478 4.0240 4.0303 -0.337
C -1.1805 4.1403 2.7520 -0.929
C -1.1265 3.0370 1.9024 -0.436
N -0.5826 1.8836 2.2899 0.505
C -1.9695 -3.3391 -0.0599 0.310
C -2.3590 -4.3767 -0.9092 -0.797
C -3.3391 -4.1126 -1.8386 -0.349
C -3.8939 -2.8447 -1.8817 -1.114
C -3.4268 -1.8695 -1.0071 -0.023
N -2.4687 -2.1033 -0.1043 0.164
H 1.2935 -4.7979 1.7975 0.498
H 3.3552 -4.9153 3.1374 0.389
H 4.0859 -2.9509 4.4566 0.388
H 2.7318 -0.8913 4.4317 0.457
H 0.3576 2.6910 5.4010 0.544
H -0.6753 4.8650 4.7112 0.421
H -1.6192 5.0665 2.4123 0.448
H -1.5017 3.0662 0.8881 0.467
H -1.8957 -5.3401 -0.7858 0.534
H -3.6760 -4.8839 -2.5201 0.442
H -4.6739 -2.6016 -2.5878 0.415
H -3.8039 -0.8546 -1.0358 0.542
C 3.9085 2.1160 0.5252 -1.165
N 3.6536 1.3240 -0.6599 0.057
C 4.8810 0.9119 -1.3197 -1.122
C 2.5888 0.4276 -0.5976 0.391
N 1.9400 0.1018 0.4539 -0.126
N 2.2695 -0.0395 -1.8603 -0.065
C 1.3175 -0.9930 -2.1970 0.362
N 1.5011 -1.4793 -3.4621 -0.462
N 0.3822 -1.3479 -1.4141 0.017
H 4.5996 2.9122 0.2537 0.348
H 4.3578 1.5354 1.3383 0.406
H 2.9807 2.5694 0.8779 0.291
H 5.3548 1.7808 -1.7826 0.353
H 4.6719 0.1739 -2.0903 0.376
H 5.5816 0.4686 -0.6002 0.340
H 2.3777 0.5096 1.2802 0.006
H 2.5801 0.5475 -2.6265 0.402
H 2.3962 -1.3977 -3.9069 0.184
H 0.7781 -2.0155 -3.9093 0.200
H -0.1291 -2.1493 -1.7821 -0.144
C -5.2708 1.6104 1.4118 -1.276
C -4.0759 0.8617 1.6493 0.686
N -3.1141 0.2656 1.8329 -0.422
H -5.4716 2.2438 2.2750 0.376
H -6.0989 0.9204 1.2575 0.356
H -5.1244 2.2243 0.5245 0.304
O -0.1390 1.8009 -0.7851 -0.750
C -1.0809 1.4465 -1.5410 0.642
O -2.0154 0.7192 -1.1239 -0.608
C -1.0304 1.7572 -2.9952 0.311
C -0.0141 2.5913 -3.5044 -0.282
C 0.0595 2.8393 -4.8549 -0.745
C -0.8666 2.2606 -5.7211 -0.389
C -1.8746 1.4260 -5.2194 -0.678
C -1.9556 1.1758 -3.8702 -0.339
H 0.6981 3.0297 -2.8189 0.503
H 0.8332 3.4877 -5.2433 0.410
H -0.8098 2.4555 -6.7825 0.401
H -2.5918 0.9764 -5.8915 0.414
H -2.7217 0.5326 -3.4663 0.473
```

The calculation puts the electronic energy at -2565.722322 Eh. The value obtained for the max |F| is 1.12 eV/Å. The spin multiplicity is 3. As for the frontier orbital gap (alpha / beta): 0.2398 / 0.2399 hartree.